1.
Entry from the Open Molecules 2025 dataset: a structure of composition CBaO3 in a non-equilibrium geometry (ωB97M-V/def2-TZVPD).

Kohn-Sham gap ... 6.40 eV
LUMO level ... -1.150 eV
ΔE to the lowest compared entry with this formula, charge and spin ... 0.0 kcal per mole
HOMO level ... -7.5 eV

Positions of all 5 atoms, in Å:
O1 -0.036 -0.028 1.058
C1 0.801 0.334 0.218
O2 1.879 0.823 0.175
O3 -0.466 -0.199 -1.370
Ba1 -2.178 -0.931 -0.081



2.
Entry from the Open Molecules 2025 dataset: a structure of composition CBiF4O3P in a non-equilibrium geometry (ωB97M-V/def2-TZVPD).

Kohn-Sham gap (spin up / spin down) ... 7.32 / 8.58 eV
LUMO level (spin up / spin down) ... -7.457 / -7.630 eV
Total charge ... +1
HOMO level (spin up / spin down) ... -14.8 / -16.2 eV
2S+1 ... 2

Positions of all 10 atoms, in Å:
C1 2.189 -0.256 -0.694
O1 -0.059 -1.054 -0.026
O2 1.808 0.873 -0.560
O3 2.981 -1.082 -0.915
Bi1 -0.468 -1.977 1.851
P1 -0.931 0.253 -0.047
F1 -2.512 0.115 -0.141
F2 -1.133 0.060 1.687
F3 -0.679 1.776 0.297
F4 -0.897 0.548 -1.643